The ion C4H10N3O with charge +1. Source: the Open Molecules 2025 dataset; level of theory: the ωB97M-V functional and the def2-TZVPD basis.

- F_max (hartree/bohr) = 0.0847
- electronic energy (eV) = -10817.39663
- energy relative to the best compared isomer or geometry (same formula, charge and spin) (eV) = 4.007
- orbital gap (eV) = 9.041
- net charge = +1

Structure (XYZ):
```
18
Properties=species:S:1:pos:R:3:forces:R:3
C -0.798 1.792 -0.488 0.5 -1.1 -0.1
C 0.696 1.352 -0.417 -0.1 0.3 0.4
C 0.846 -0.039 0.073 -4.2 1.1 -0.5
C -1.895 -1.383 -0.399 0.0 -1.9 0.2
N -1.590 0.876 -0.180 -2.0 1.9 -0.8
N -1.246 -0.263 0.230 3.0 -1.2 1.1
N 1.069 -0.048 1.541 2.4 -2.0 -2.0
O 1.477 -0.945 -0.646 0.5 -1.0 -0.3
H -1.156 2.771 -0.729 0.2 0.4 -0.1
H 1.152 1.354 -1.396 0.4 0.8 -0.2
H 0.999 2.126 0.322 0.9 -0.4 -0.7
H -2.500 -1.929 0.384 1.1 0.1 -0.9
H -2.592 -1.151 -1.181 -0.3 0.8 -0.4
H -1.131 -2.023 -0.939 -0.7 0.2 1.0
H 1.845 0.544 1.645 1.0 1.8 1.1
H 1.429 -0.926 1.887 -0.6 -0.8 0.3
H 0.204 0.220 1.871 -2.4 0.8 1.9
H 0.913 -1.730 -0.797 0.3 0.2 0.0
```
Forces are in eV/Å.

Mulliken atomic charge list, values in e, 8 entries:
1. C -0.2926
2. C -0.6539
3. C 0.2071
4. C -0.7314
5. N -0.3904
6. N 0.0540
7. N -0.1273
8. O -0.4690

***

A cluster of 2 separate species, C4H10N3O2 in total. Source: the Open Molecules 2025 dataset; level of theory: the ωB97M-V functional and the def2-TZVPD basis.

- F_max (hartree/bohr) = 0.0868
- electronic energy (eV) = -12865.08981
- energy relative to the best compared isomer or geometry (same formula, charge and spin) (eV) = 4.132
- orbital gap (eV) = 9.466
- net charge = +1

Structure (XYZ):
```
19
Properties=species:S:1:pos:R:3:forces:R:3
C -0.154 -1.144 0.858 1.4 -0.7 0.1
C -0.119 0.813 -1.971 -0.8 1.1 1.5
C 0.528 1.940 -1.071 -3.6 1.3 -0.8
C 1.532 0.041 -0.602 -1.4 -2.2 -3.6
N -1.006 -1.322 3.151 -1.0 -0.5 0.0
N -0.180 -0.922 2.147 0.5 1.3 -1.2
N 0.906 -0.192 -1.835 1.3 1.0 1.7
O -0.973 -2.145 0.485 -0.1 -2.7 -0.6
O 1.375 1.218 -0.186 0.6 1.9 0.9
H -1.044 0.407 -1.545 0.0 0.2 0.3
H -0.430 1.186 -2.948 0.9 -0.3 -0.2
H 1.067 2.642 -1.723 0.4 -0.3 0.6
H -0.279 2.563 -0.491 1.7 -1.4 -0.9
H 2.449 -0.471 -0.380 -0.1 -0.6 0.7
H -0.648 -1.108 4.081 -0.1 -0.7 -0.5
H -1.439 -2.209 2.904 0.2 0.2 0.8
H 0.325 -0.093 2.364 0.5 0.6 0.5
H -0.568 -3.020 0.113 -0.7 2.8 0.8
H 0.659 -1.111 -2.128 0.3 -0.8 0.0
```
Forces are in eV/Å.

Mulliken atomic charge list, values in e, 8 entries:
1. C 0.1305
2. C -0.4015
3. C -0.3717
4. C 0.0041
5. N -0.6236
6. N 0.1449
7. N -0.2102
8. O -0.5098

***

A cluster of 2 separate species, C4H10N3O2S in total. Source: the Open Molecules 2025 dataset; level of theory: the ωB97M-V functional and the def2-TZVPD basis.

- F_max (hartree/bohr) = 0.1182
- electronic energy (eV) = -23702.63453
- energy relative to the best compared isomer or geometry (same formula, charge and spin) (eV) = 0.000
- orbital gap (eV) = 10.437
- net charge = +1

Structure (XYZ):
```
20
Properties=species:S:1:pos:R:3:forces:R:3
C -0.998 -0.126 1.560 -2.0 -0.8 1.1
C -0.942 -1.634 0.116 -1.3 -2.6 -0.7
C -3.178 -0.676 2.673 -4.2 0.0 -4.4
C 3.176 0.633 -2.788 -1.4 -0.5 -0.6
N -2.072 -1.870 0.808 1.4 0.5 -0.8
N -2.098 -0.883 1.753 3.1 1.0 -2.0
N -0.260 -0.564 0.566 -1.1 -0.5 1.1
O 1.590 2.497 -1.705 0.4 -0.6 0.2
O 1.838 0.505 -0.410 1.2 0.1 -0.9
S 2.723 1.417 -1.193 -0.8 0.2 0.0
H -0.816 0.641 2.219 0.8 1.8 1.0
H -0.580 -2.318 -0.707 -0.6 1.1 1.2
H -4.021 0.066 2.248 2.2 -1.4 0.5
H -3.693 -1.623 2.663 -0.2 -0.3 0.5
H -2.987 -0.338 3.599 1.6 0.9 3.1
H 2.329 0.562 -3.526 0.2 -0.1 1.2
H 3.885 1.237 -3.391 0.3 -0.5 1.1
H 3.444 -0.398 -2.456 0.4 0.8 -0.7
H 1.979 3.073 -2.364 0.1 0.6 -0.4
H 0.681 -0.201 0.333 0.1 0.2 -0.7
```
Forces are in eV/Å.

Mulliken atomic charge list, values in e, 8 entries:
1. C -0.1992
2. C -0.1143
3. C -0.7500
4. C -0.8748
5. N -0.6454
6. N 0.5191
7. N 0.0378
8. O -0.4409

***

A cluster of 3 separate species, C4H10N3O3 in total. Source: the Open Molecules 2025 dataset; level of theory: the ωB97M-V functional and the def2-TZVPD basis.

- F_max (hartree/bohr) = 0.0861
- electronic energy (eV) = -14909.00926
- energy relative to the best compared isomer or geometry (same formula, charge and spin) (eV) = 7.263
- orbital gap (alpha / beta) (eV) = 8.646 / 8.647
- net charge = +1

Structure (XYZ):
```
20
Properties=species:S:1:pos:R:3:forces:R:3
C 0.202 -0.162 1.348 3.2 -1.7 -2.5
C 0.494 1.850 0.309 -2.0 -0.8 -3.5
C 0.233 -2.406 0.087 2.4 -1.2 -2.7
C 0.827 -1.226 0.754 -2.2 1.2 1.1
N -0.136 1.705 -0.675 1.2 1.0 1.9
N -0.993 -0.190 1.819 -3.7 1.0 2.1
N 1.205 2.525 1.123 2.1 -0.8 3.5
O -1.932 0.749 1.358 -1.1 0.4 0.0
O -1.334 -0.779 2.802 -0.4 -0.9 0.5
O -0.248 0.116 -3.722 -0.1 0.0 0.2
H 0.664 -2.454 -1.028 -0.7 0.5 2.1
H -0.806 -2.363 -0.097 -1.2 -0.3 0.5
H 0.673 -3.403 0.414 -1.0 1.3 0.3
H 1.854 -1.203 0.697 2.3 0.3 -0.2
H -2.804 0.759 1.921 2.6 -0.7 -0.8
H -0.516 1.395 -1.535 -0.2 -0.5 -0.7
H 1.548 3.469 0.871 -0.3 -1.0 0.3
H 1.573 1.941 1.974 -0.8 2.0 -2.1
H -1.043 -0.153 -4.214 0.7 0.0 0.0
H 0.541 -0.169 -4.209 -0.6 0.1 0.0
```
Forces are in eV/Å.

Mulliken atomic charge list, values in e, 8 entries:
1. C -0.5560
2. C 0.5473
3. C -1.1347
4. C -0.0975
5. N -0.0951
6. N 0.9049
7. N -0.3798
8. O -0.4507